(1)
{
  "formula": "C51H50INO15",
  "method": "ωB97M-V/def2-TZVPD",
  "elements": ["C", "C", "C", "I", "C", "C", "C", "C", "C", "C", "C", "C", "C", "C", "C", "O", "C", "C", "C", "C", "C", "C", "C", "C", "C", "O", "C", "C", "C", "C", "C", "N", "C", "C", "C", "C", "C", "O", "H", "H", "H", "H", "H", "H", "H", "H", "H", "H", "H", "H", "H", "H", "H", "H", "H", "H", "H", "H", "H", "H", "H", "H", "H", "H", "H", "H", "H", "H", "H", "H", "H", "H", "H", "H", "H", "H", "O", "C", "C", "C", "O", "C", "O", "C", "C", "O", "H", "H", "H", "H", "O", "C", "C", "C", "O", "C", "O", "C", "C", "O", "H", "H", "H", "H", "O", "C", "C", "C", "O", "C", "O", "C", "C", "O", "H", "H", "H", "H"],
  "positions_angstrom": [[-4.470654, -0.007699, 0.659992], [-3.109723, -0.608208, 0.060133], [-2.244686, -1.512650, 1.111780], [-3.378998, -1.895715, 2.977501], [-0.890369, -0.719871, 1.396745], [0.377105, -1.021324, 0.786257], [0.418665, -2.271375, -0.208494], [1.832607, -2.537203, -0.914403], [2.090929, -1.617920, -2.221041], [3.569198, -1.371776, -2.631748], [3.905238, -0.508427, -3.894807], [2.753305, 0.137452, -4.756660], [1.262798, -0.100609, -4.363851], [0.973383, -0.996494, -3.096933], [1.652740, -0.090499, 1.139944], [2.497313, 0.257588, 0.266906], [1.742157, 0.410435, 2.674625], [0.342337, 0.728679, 3.332794], [0.268408, 1.225621, 4.808512], [1.615750, 1.427151, 5.549187], [3.030841, 1.148437, 4.904586], [4.291794, 1.463710, 5.834889], [5.384949, 0.291590, 5.928213], [4.785235, -1.175800, 6.175819], [5.677544, -2.378083, 5.557589], [7.022346, -1.982878, 5.166589], [3.103838, 0.603387, 3.428528], [4.512163, 0.274867, 2.757180], [5.390830, 1.640484, 2.636835], [4.970897, 2.343920, 1.223886], [3.928039, 3.545372, 1.513040], [2.863962, 3.648782, 0.463160], [2.914072, 3.341530, -0.954251], [1.536871, 3.575406, -1.667867], [0.615915, 4.058300, -0.475680], [1.500557, 4.087116, 0.803000], [-0.996389, 0.503315, 2.454224], [-2.021546, 1.217806, 2.596516], [-5.284973, -0.783657, 0.873095], [-4.343999, 0.645673, 1.586311], [-4.909100, 0.684416, -0.162888], [-2.431923, 0.274956, -0.260926], [-3.388932, -1.174553, -0.897365], [-2.114664, -2.540362, 0.637377], [0.083232, -3.237278, 0.337939], [-0.380958, -2.086999, -1.012085], [2.740110, -2.476280, -0.225571], [1.799866, -3.623084, -1.316787], [4.418954, -1.850545, -2.014879], [4.990705, -0.303127, -4.229207], [3.032043, 0.793276, -5.661208], [0.407041, 0.353893, -4.994039], [-0.132280, -1.165531, -2.866514], [-0.763392, 1.444990, 5.241584], [1.553230, 1.828712, 6.629157], [4.716796, 2.482682, 5.506501], [3.904450, 1.635353, 6.914408], [6.041772, 0.535339, 6.851634], [6.080523, 0.383623, 5.025214], [3.706572, -1.318787, 5.828426], [4.791771, -1.339581, 7.322910], [5.122635, -2.752672, 4.627999], [5.797096, -3.182404, 6.372951], [7.034523, -2.046909, 4.178777], [5.065564, -0.520514, 3.394325], [4.456856, -0.156751, 1.702832], [5.149801, 2.403770, 3.449155], [6.483702, 1.308636, 2.600553], [5.919799, 2.824751, 0.796609], [4.603760, 1.586927, 0.453230], [4.474443, 4.548561, 1.549467], [3.449167, 3.374539, 2.546095], [3.884978, 2.973092, -1.451589], [1.267480, 3.398031, -2.756789], [-0.499503, 4.320427, -0.520362], [1.236588, 4.375187, 1.872993], [-0.889730, 0.766679, -6.358094], [-1.330817, 1.549490, -7.183987], [-2.708319, 1.474863, -7.678120], [-3.152238, 2.337868, -8.594408], [-4.434603, 2.278766, -9.060763], [-2.268503, 3.402431, -9.149128], [-2.700846, 4.162780, -9.998470], [-0.896259, 3.493442, -8.637362], [-0.454463, 2.631508, -7.718338], [0.816785, 2.706040, -7.232414], [-3.338683, 0.696992, -7.269981], [-4.506420, 3.004653, -9.712030], [-0.270603, 4.281452, -9.034999], [0.891843, 1.977003, -6.585957], [-3.098630, -8.723148, 6.749186], [-3.064214, -7.978398, 5.784336], [-3.930939, -6.801163, 5.668494], [-3.875227, -6.018827, 4.587983], [-4.672993, -4.921042, 4.469603], [-2.939057, -6.311992, 3.464658], [-2.927026, -5.587410, 2.484283], [-2.055436, -7.475828, 3.591622], [-2.109172, -8.255432, 4.673564], [-1.292897, -9.338227, 4.806288], [-4.606694, -6.601355, 6.489205], [-4.445855, -4.524911, 3.603873], [-1.368640, -7.667382, 2.777890], [-1.525774, -9.734591, 5.668964], [-7.604628, 3.739874, -2.080227], [-7.069400, 3.301783, -3.083689], [-6.284789, 4.147691, -3.989676], [-5.727866, 3.633293, -5.088054], [-4.994277, 4.405911, -5.937662], [-5.882778, 2.192761, -5.435648], [-5.374427, 1.762227, -6.457476], [-6.646822, 1.341431, -4.518085], [-7.201233, 1.854584, -3.417499], [-7.911404, 1.075964, -2.554610], [-6.181752, 5.192052, -3.727176], [-4.704138, 3.803242, -6.650771], [-6.736677, 0.293802, -4.773045], [-8.207559, 1.678904, -1.844313]],
  "atomic_forces_ev_per_a": [[-0.56, 0.82, -0.98], [-0.48, 0.76, 0.43], [0.36, 0.95, -1.52], [0.81, -0.04, -0.60], [2.08, -0.25, 0.11], [-2.64, 0.42, 1.46], [0.39, 0.31, -0.04], [-0.44, -0.21, -1.60], [1.01, 1.85, -2.41], [-2.28, 1.57, -2.38], [-3.43, -0.37, 0.81], [-0.88, -2.03, 3.06], [3.41, -1.60, 2.10], [2.77, 0.77, -1.10], [1.25, 0.87, -1.11], [-3.10, -1.63, 3.30], [-0.66, 0.76, 2.05], [2.42, 0.20, 1.52], [3.47, -0.71, -2.66], [-0.19, -0.86, -2.82], [-3.31, -0.38, -1.12], [-0.92, -0.24, 0.37], [0.40, 0.73, 0.26], [0.59, -0.20, 0.85], [-0.60, 0.19, 0.20], [-1.08, -0.31, -1.17], [-3.05, 0.54, 1.16], [0.10, 0.42, 0.74], [-0.82, -0.71, -1.55], [0.94, 0.82, 0.59], [0.40, -0.40, -0.31], [-3.63, 0.32, -1.83], [-2.71, 0.68, -0.65], [2.02, 0.49, 5.78], [4.15, -0.93, 0.96], [-0.45, -0.80, -3.96], [-0.57, 0.99, 0.20], [3.62, -2.71, -0.43], [1.39, 0.90, -0.33], [0.13, -1.04, -1.29], [0.68, -1.08, 1.28], [-1.15, -1.43, 0.55], [0.59, 0.48, 1.51], [0.21, 1.45, 1.00], [0.65, 1.71, -0.62], [1.28, -0.31, 1.11], [-1.39, 0.12, -0.81], [0.06, 1.65, 0.71], [-1.55, 0.96, -1.13], [-1.98, -0.50, 0.78], [-0.48, -1.21, 1.61], [1.74, -1.08, 1.47], [1.84, 0.23, -0.22], [1.79, -0.31, -0.51], [0.32, -0.80, -1.95], [-0.31, -1.70, 0.47], [0.35, -0.25, -1.85], [-0.97, -0.33, -1.63], [-1.02, -0.50, 1.29], [1.46, 0.43, 0.33], [-0.22, 0.35, -1.85], [0.77, 0.12, 1.45], [-0.37, 1.03, -1.51], [0.21, 0.18, 1.42], [-1.00, 1.43, -0.83], [-0.41, 0.61, 1.55], [0.70, -1.34, -0.87], [-1.41, 0.81, 0.25], [-1.31, -0.68, 0.47], [0.20, 1.11, 1.25], [-0.59, -1.40, 0.02], [0.36, 0.25, -1.78], [-1.82, 0.68, 1.10], [0.58, 0.26, 1.84], [2.08, -0.44, 0.15], [0.46, -0.53, -1.81], [-0.09, 0.43, -0.43], [-0.60, -0.38, 0.08], [0.33, -0.26, 0.28], [-1.39, -0.52, -0.18], [1.44, 0.63, 0.01], [0.53, 0.56, -0.26], [-0.20, -0.33, 0.24], [-0.27, 0.09, -0.20], [1.30, 0.53, 0.11], [-1.28, -0.57, -0.08], [0.02, 0.05, -0.04], [0.00, -0.15, 0.04], [-0.02, -0.04, 0.02], [0.09, 0.15, -0.08], [0.28, -0.04, -0.36], [-0.57, 0.28, 0.55], [0.16, -0.35, 0.19], [-1.03, 0.98, 0.41], [0.98, -1.02, -0.42], [0.53, -0.18, -0.57], [-0.22, -0.06, 0.35], [-0.12, 0.29, -0.16], [1.00, -0.87, -0.41], [-0.98, 0.84, 0.43], [0.02, -0.01, -0.03], [-0.04, 0.08, 0.09], [-0.03, 0.00, 0.03], [0.06, 0.02, -0.14], [0.01, -0.44, -0.17], [0.13, 0.79, 0.12], [-0.20, -0.05, 0.29], [0.57, 1.17, -0.42], [-0.53, -1.17, 0.38], [-0.17, -0.82, -0.06], [-0.08, 0.41, 0.38], [0.22, 0.06, -0.32], [-0.57, -1.21, 0.48], [0.55, 1.21, -0.44], [-0.01, -0.03, -0.01], [-0.06, 0.11, 0.07], [-0.01, 0.04, 0.01], [0.01, -0.13, -0.07]],
  "mulliken_charge": [-1.23, -0.19, -0.49, 0.04, 0.17, 0.46, -0.97, -0.99, 0.87, -0.51, -0.54, -0.22, -0.03, -0.49, -0.19, -0.13, 0.06, 0.30, -1.04, -1.04, 0.99, -0.92, -0.57, -0.48, -0.52, -0.56, 0.99, -0.16, -0.78, -0.16, -0.62, 0.31, -0.24, -0.46, -0.59, -0.34, 0.36, -0.58, 0.36, 0.27, 0.25, 0.32, 0.33, 0.53, 0.43, 0.18, 0.26, 0.46, 0.24, 0.28, 0.23, 0.23, 0.15, 0.39, 0.20, 0.35, 0.39, 0.52, 0.21, 0.23, 0.40, 0.22, 0.32, 0.32, -0.41, 0.38, 0.05, 0.46, 0.43, -0.03, 0.26, 0.22, 0.29, 0.37, 0.32, 0.34, -0.58, 0.96, -0.63, -0.21, -0.52, 0.96, -0.62, -0.86, 0.38, -0.56, 0.51, 0.36, 0.44, 0.21, -0.61, 0.93, -0.82, 0.36, -0.58, 0.97, -0.56, -1.00, 0.41, -0.57, 0.42, 0.18, 0.42, 0.35, -0.61, 0.92, -0.91, 0.40, -0.56, 0.96, -0.46, -0.94, 0.32, -0.58, 0.44, 0.23, 0.45, 0.35],
  "relative_energy_ev": 15.218,
  "orbital_gap_ha": 0.2089,
  "lumo_energy_ev": -1.760,
  "energy_ev": -93984.0847,
  "charge": 0,
  "homo_ev": -7.44
}



(2)
{
  "formula": "C5H14N2",
  "method": "ωB97M-V/def2-TZVPD",
  "elements": ["C", "C", "C", "C", "C", "N", "N", "H", "H", "H", "H", "H", "H", "H", "H", "H", "H", "H", "H", "H", "H"],
  "positions_angstrom": [[-1.104100, -0.691071, 0.046373], [-3.484920, -0.733875, -0.039068], [1.825746, -0.970057, -0.333369], [2.197775, 0.605939, 1.439199], [1.547303, 1.254071, -0.983776], [-2.240888, 0.047686, -0.046501], [1.895269, 0.307410, 0.015408], [-1.494732, -1.932276, 0.172427], [-3.383526, -1.732465, 0.380145], [-3.785734, -0.998306, -1.076207], [-4.330818, -0.252330, 0.451187], [1.362721, -1.025396, -1.301573], [1.977592, -1.720692, 0.358353], [-0.113558, -0.158864, -0.110310], [2.031177, 1.742873, 1.589448], [1.497457, 0.086062, 2.046749], [3.329921, 0.329592, 1.560067], [2.339644, 1.100322, -1.832709], [0.515795, 1.425937, -1.331405], [1.760367, 2.330871, -0.627243], [-2.342497, 0.984579, -0.377195]],
  "atomic_forces_ev_per_a": [[-4.74, 0.40, -0.45], [-1.50, -0.61, -0.94], [-0.68, 5.00, -0.67], [2.42, 2.74, -0.72], [2.78, 4.30, -1.96], [2.82, -4.96, 0.19], [-0.46, -4.48, 0.67], [2.25, 3.83, -0.13], [0.50, 0.23, 0.58], [0.20, 0.79, 0.31], [0.35, 0.34, 0.00], [0.55, -1.17, -0.59], [0.63, -1.63, 1.19], [-1.93, -1.20, 0.47], [0.56, -1.98, -0.14], [-0.17, -0.66, 0.67], [-2.28, 0.57, 0.34], [-2.01, 0.39, 1.11], [0.12, -1.22, 0.14], [0.07, -1.76, -0.21], [0.52, 1.07, 0.13]],
  "mulliken_charge": [0.42, -0.83, -0.42, -0.81, -0.69, -0.02, -0.06, 0.29, 0.32, 0.39, 0.33, 0.52, 0.41, -0.25, 0.33, 0.37, 0.36, 0.38, 0.33, 0.33, 0.31],
  "relative_energy_ev": 4.290,
  "orbital_gap_ha": 0.3984,
  "lumo_energy_ev": -9.484,
  "energy_ev": -8371.0610,
  "charge": 2,
  "homo_ev": -20.33
}



(3)
{
  "formula": "C3H6N2S3",
  "method": "ωB97M-V/def2-TZVPD",
  "elements": ["C", "C", "C", "H", "H", "H", "H", "H", "H", "N", "N", "S", "S", "S"],
  "positions_angstrom": [[-1.092843, 0.878951, 0.744354], [-1.543207, -0.512073, 0.241028], [1.085231, -1.612209, 0.156269], [0.004055, 1.148299, -0.829112], [-1.706447, 1.261946, -1.233943], [-1.868551, 1.324004, 1.285583], [-0.061583, 0.981396, 1.214560], [1.565794, -2.555920, 0.382269], [3.251669, 0.909117, -0.415543], [-0.809881, 1.708055, -0.576780], [1.630339, -0.496461, -0.118686], [-3.133118, -0.665286, -0.389230], [-0.678739, -2.036921, -0.182792], [3.357282, -0.332897, -0.277975]],
  "atomic_forces_ev_per_a": [[3.04, -0.22, -2.37], [-2.27, -0.72, -1.64], [-0.33, -0.06, -0.98], [0.15, 0.34, -0.99], [3.45, 1.97, 1.91], [-1.08, 0.53, 0.86], [-1.62, -0.74, 0.04], [0.66, -0.05, 0.11], [-0.04, 2.76, -0.34], [-3.84, -3.25, -0.17], [-0.26, -0.72, -0.10], [1.96, 0.39, 1.34], [1.06, 2.68, 1.52], [-0.88, -2.91, 0.82]],
  "mulliken_charge": [-0.45, 0.04, -0.06, 0.35, 0.29, 0.31, 0.32, 0.38, 0.13, -0.64, -0.32, -0.20, -0.05, -0.10],
  "relative_energy_ev": 3.644,
  "orbital_gap_ha": 0.2945,
  "lumo_energy_ev": -0.862,
  "energy_ev": -38690.9071,
  "charge": 0,
  "homo_ev": -8.88
}



(4)
{
  "formula": "C6H10O3",
  "method": "ωB97M-V/def2-TZVPD",
  "elements": ["C", "O", "C", "C", "C", "O", "C", "C", "O", "H", "H", "H", "H", "H", "H", "H", "H", "H", "H"],
  "positions_angstrom": [[-1.955960, 0.675708, 2.669094], [-0.754482, 0.197779, 2.079005], [-0.810791, 0.025411, 0.730305], [0.168868, -0.403751, -0.088455], [1.436259, -0.945249, 0.508535], [2.532689, -0.400762, -0.180541], [0.182828, -0.368022, -1.573082], [0.153997, 0.895467, -2.337286], [-0.957559, 0.043218, -2.292478], [-2.739866, -0.143720, 2.599915], [-2.356946, 1.604684, 2.224191], [-1.690412, 0.876134, 3.740728], [-1.817407, 0.263539, 0.344236], [1.561807, -0.644822, 1.565722], [1.488562, -2.034546, 0.489840], [2.338270, 0.506912, -0.228222], [0.809161, -1.219064, -1.914627], [0.687330, 0.911574, -3.271291], [0.103112, 1.880051, -1.853037]],
  "atomic_forces_ev_per_a": [[-0.55, -0.84, 0.93], [0.56, -0.11, -0.24], [-1.12, 0.30, -1.20], [-0.63, 0.06, 1.82], [0.02, 0.62, 1.06], [1.15, -1.77, -0.46], [0.53, -0.32, 0.63], [0.89, 0.28, 0.19], [-0.72, -0.42, 0.02], [0.73, 1.04, 0.24], [0.39, -0.39, -0.06], [-0.43, -0.25, -1.01], [0.65, 0.11, -0.25], [-0.58, -0.30, -0.22], [0.06, -0.01, -0.35], [-0.01, 1.93, -0.23], [-0.72, 0.60, -0.56], [0.06, -0.01, -0.44], [-0.28, -0.52, 0.12]],
  "mulliken_charge": [-0.73, -0.36, -0.26, 0.11, -0.63, -0.52, 0.08, -0.41, -0.47, 0.32, 0.33, 0.23, 0.43, 0.30, 0.30, 0.36, 0.38, 0.29, 0.25],
  "relative_energy_ev": 3.208,
  "orbital_gap_ha": 0.3436,
  "lumo_energy_ev": 0.843,
  "energy_ev": -12523.5648,
  "charge": 0,
  "homo_ev": -8.51
}